The following is a DFT calculation (ωB97M-V/def2-TZVPD) of C38H35N6O2RuSeSi as an isolated structure in a non-equilibrium geometry.

The geometry in ORCA input format:
```
! RIJCOSX wB97M-V def2-TZVPD def2/J DEFGRID3
* xyz 0 6
Si -2.808 3.076 -1.387
C 1.889 1.328 -2.525
H -2.265 -2.607 -3.802
C 2.664 -0.186 3.867
C 3.641 0.035 4.822
H -1.405 5.120 -1.381
H -2.801 3.347 1.059
C 2.002 -0.467 1.546
C 1.000 2.826 -4.169
C -0.188 2.917 -3.499
H 3.367 0.072 5.868
H 4.609 -0.125 1.083
N -1.410 -0.950 -1.024
C 1.262 4.107 2.163
H 1.626 -0.323 4.148
C 5.316 0.155 3.094
C 1.242 -7.170 -2.111
C -1.768 0.143 3.713
C 1.744 -6.981 -3.393
H -3.223 -2.546 2.319
H -4.458 3.314 0.442
H 3.812 0.384 -2.583
H -1.622 0.558 4.702
H 1.129 3.372 -5.095
H -3.610 -3.131 0.246
C 0.783 3.773 3.465
H 0.673 -6.220 -0.271
H 1.880 4.976 1.993
C -2.256 -2.342 -2.754
C -3.029 -3.027 -1.821
C -1.464 -1.307 -2.312
H -4.236 1.382 -2.485
C -0.362 1.879 2.518
C 1.392 -4.794 -1.707
C -2.178 -1.583 -0.118
C -2.669 -1.618 2.356
Ru -0.275 0.701 -0.177
H 2.146 -3.618 -3.338
C -0.331 2.197 -2.284
N -1.352 2.119 -1.440
H -3.660 -3.848 -2.134
C -2.120 -1.040 1.253
C -1.202 0.735 2.564
H 1.881 -7.831 -4.049
C -4.024 2.441 -2.652
H 1.258 3.509 0.111
C -0.016 2.684 3.631
H -3.109 5.520 -1.167
C 4.962 0.207 4.436
H -3.542 1.812 0.603
C -3.467 2.868 0.335
O -3.867 -2.611 4.629
C -3.091 -1.670 4.878
O -2.675 -1.201 5.952
C -2.416 4.878 -1.715
N 0.146 2.201 1.262
H 6.348 0.286 2.798
N -1.437 0.141 1.351
C 2.070 -5.705 -3.838
C 2.061 2.034 -3.688
H 2.551 -0.549 -1.741
N 1.169 -0.575 0.769
H -2.496 5.140 -2.773
H 1.048 4.388 4.315
C -2.490 -1.011 3.620
C 1.065 -6.085 -1.270
H 5.723 0.377 5.187
H -4.970 2.985 -2.598
C -2.997 -2.642 -0.497
H -0.403 2.424 4.607
C 4.348 -0.069 2.131
C 0.919 3.300 1.120
H 3.261 0.860 -0.965
H 2.460 -5.562 -4.837
H -1.010 3.511 -3.873
Se 1.150 -3.322 -0.576
H -3.634 2.551 -3.667
C 3.026 -0.238 2.525
H -0.835 -0.741 -2.989
C 1.897 -4.616 -3.002
H 0.989 -8.164 -1.768
H 2.998 1.974 -4.222
N 0.723 1.412 -1.852
C 2.945 0.452 -1.929
*
```

Molar mass   815.85 Da
Maximum force   1.42 eV Å⁻¹
Energy   -4733.86547 Ha
LUMO energy (alpha / beta)   -0.458 / -2.352 eV